(1)
Density functional theory data (ωB97M-V with the def2-TZVPD basis set) for a structure of composition C5H11Br2ClF3GaO2P in a non-equilibrium geometry.

Its net charge is -1. Its HOMO-LUMO gap is 7.08 eV.

Atoms and positions in Å:
O 0.94690 -2.35580 1.29087
P 1.62673 -1.25176 0.38332
Ga 0.60355 0.79860 0.84123
Cl 2.17280 2.42670 0.44371
C -0.94143 1.04440 -0.50803
C -2.12971 -0.08194 -0.42654
C -3.04246 -0.03219 0.93717
F -3.31436 1.38716 1.37711
Br -2.18947 -0.99993 2.51154
C -4.53697 -0.75491 0.76123
F -5.66838 0.18186 0.99810
F -4.70770 -1.44305 -0.54056
Br -4.72016 -2.21435 2.17500
H 3.05513 -1.10110 0.61288
H 1.47462 -1.49763 -1.04751
H 0.06362 0.94384 2.37036
H -1.35875 2.15904 -0.44220
H -0.47011 0.95310 -1.59975
H -1.77876 -1.18922 -0.59987
H -2.87479 0.16053 -1.32778
C 4.69651 0.28733 -1.68038
O 3.94903 0.69889 -0.55069
H 4.11148 -0.44043 -2.24758
H 4.90936 1.15280 -2.31264
H 5.63025 -0.17562 -1.35165
H 4.49309 1.34369 -0.06733

These are the natural (NBO) partial charges, in e, on atoms 1 to 8: O -1.1439; P 0.8639; Ga 0.9296; Cl -0.6151; C -0.9240; C -0.4725; C 0.2715; F -0.3778

---

(2)
Density functional theory data (ωB97M-V with the def2-TZVPD basis set) for a structure of composition C5H11Br2P in a non-equilibrium geometry.

Its net charge is 0. Its HOMO-LUMO gap is 9.88 eV. Its energy above the lowest of the compared OMol25 structures with the same formula, charge and spin is 1.997 eV.

Atoms and positions in Å:
C -0.36161 -0.25190 2.24428
C 0.07058 0.35124 0.98749
C -0.16836 -0.59737 -0.22809
C -1.19063 -0.26346 -1.26546
C -2.77760 -0.03172 -0.52434
P -4.16645 0.02049 -1.74567
Br -2.75009 1.65925 0.34638
Br -3.30010 -1.50698 0.74368
H -1.29926 0.03955 2.64494
H 0.41256 -0.26909 3.02519
H -0.57124 -1.28548 2.05392
H -0.37846 1.34793 0.72146
H 1.18461 0.53549 1.12202
H -0.42091 -1.55099 0.42487
H 0.67483 -0.72004 -0.77072
H -1.35781 -1.08629 -1.91907
H -0.90538 0.65044 -1.74379
H -3.80972 1.26165 -2.47058
H -3.32921 -0.48802 -2.85908

These are the natural (NBO) partial charges, in e, on atoms 1 to 8: C -0.6218; C -0.4296; C -0.4166; C -0.3661; C -0.5043; P 0.3453; Br 0.0831; Br 0.0372

---

(3)
Density functional theory data (ωB97M-V with the def2-TZVPD basis set) for a cluster of 2 separate species, C5H11BrSi in total in a non-equilibrium geometry.

Its net charge is 0. Its HOMO-LUMO gap (alpha / beta) is 8.46 / 8.27 eV. As for the multiplicity: 3.

Atoms and positions in Å:
C 2.51654 -0.19661 0.91894
C 1.25021 -0.41769 0.61267
C 0.35258 -1.26073 1.49827
C -1.81786 3.15945 -1.03837
C -0.24085 -1.35991 -2.05297
Si 0.52017 0.15295 -1.02119
Br 1.97120 0.89941 -2.67263
H 3.29132 0.08700 0.22590
H 2.89253 -0.53035 1.93242
H -0.02720 -2.08218 0.78564
H -0.64366 -0.73743 1.66561
H 0.78185 -1.46287 2.55491
H -0.88344 3.49767 -1.41151
H -2.38485 2.47780 -1.69242
H -1.93810 2.99768 0.01918
H -1.34925 -1.25326 -1.80138
H 0.01027 -1.38058 -3.05832
H 0.09377 -2.31918 -1.53456

These are the natural (NBO) partial charges, in e, on atoms 1 to 8: C -0.3575; C -0.5044; C -0.6564; C -0.4810; C -1.0906; Si 1.1934; Br -0.3728; H 0.2125

---

(4)
Density functional theory data (ωB97M-V with the def2-TZVPD basis set) for a cluster of 5 separate species, C5H11Cl8NO2 in total in a non-equilibrium geometry.

The SMILES is C[N+](=O)[O-].ClCCl.ClCCl.ClCCl.ClCCl. Its net charge is 0. Its HOMO-LUMO gap is 10.79 eV. Its energy above the lowest of the compared OMol25 structures with the same formula, charge and spin is 0.563 eV.

Atoms and positions in Å:
C -0.89286 -1.71657 -2.71475
N -0.36429 -2.80031 -1.90097
O -0.87871 -3.88184 -2.09524
O 0.55702 -2.59292 -1.16433
H -0.67205 -0.81744 -2.13950
H -1.97997 -1.79027 -2.68527
H -0.46157 -1.73618 -3.71560
Cl 1.07877 -0.20477 2.85200
C 0.66256 1.18244 1.85907
Cl 0.44876 0.63896 0.13357
H -0.31779 1.58475 2.11432
H 1.32899 2.04370 1.81215
Cl 3.74891 -2.60841 2.48554
C 2.45515 -3.33845 1.52785
Cl 2.02965 -5.02043 1.98798
H 1.58439 -2.68424 1.57143
H 2.77201 -3.28998 0.48605
Cl 1.00371 3.89664 -1.01030
C 2.08190 2.95558 -2.11473
Cl 1.56145 3.08657 -3.85340
H 3.07402 3.36322 -1.92076
H 2.06030 1.93000 -1.74618
Cl -5.41265 2.43384 0.84729
C -4.17368 2.30266 2.13532
Cl -2.66971 3.22693 1.93097
H -4.66789 2.59515 3.06177
H -3.95637 1.24135 2.25567

These are the natural (NBO) partial charges, in e, on atoms 1 to 8: C -0.4897; N 0.5357; O -0.3776; O -0.3778; H 0.2272; H 0.2371; H 0.2451; Cl 0.0094

---

Number 1: M 456.1 Da. Number 2: M 261.9 Da. Number 3: M 179.1 Da. Number 4: M 400.8 Da.